Entry 1:
The following is a quantum chemistry calculation of a molecular structure, C31H35BrCoN5O3S2, from OMol25.

```
78
Properties=species:S:1:pos:R:3:forces:R:3:mulliken_spin:R:1
Co -0.9437 1.5424 -1.1736 -0.28 -0.06 0.11 2.74
C 4.0709 2.9000 4.8591 0.01 -0.01 -0.01 0.00
C 3.9506 1.6282 4.0079 0.00 -0.01 0.01 0.00
C 3.7480 0.4191 4.9320 0.00 0.01 -0.01 0.00
C 5.2663 1.4352 3.2532 -0.01 0.01 0.01 0.00
C 2.7609 1.7549 3.0586 -0.01 0.00 -0.01 0.01
C 2.8788 1.6847 1.6786 -0.01 0.01 0.02 -0.01
C 1.7528 1.8139 0.8930 0.01 -0.02 -0.09 0.00
Br 1.9615 1.6737 -0.9960 0.02 0.02 0.05 0.03
C 0.4503 2.0176 1.3805 0.03 0.02 0.03 -0.02
O -0.5747 2.1755 0.5862 -0.01 -0.07 -0.03 0.09
C 0.3278 2.0562 2.7945 -0.02 0.00 0.01 0.01
C 1.4766 1.9347 3.5658 0.01 0.00 0.00 0.00
C -1.0071 2.1863 3.5530 0.00 0.00 0.00 0.01
C -0.9701 3.4496 4.4277 0.01 -0.01 -0.01 0.00
C -1.1788 0.9488 4.4512 0.01 0.01 -0.01 0.00
C -2.2640 2.2745 2.6803 -0.01 0.00 -0.01 -0.01
H 4.9145 2.8206 5.5512 0.00 0.00 0.00 0.00
H 3.1670 3.0728 5.4449 0.00 0.00 0.00 0.00
H 4.2272 3.7719 4.2208 0.00 0.00 0.01 0.00
H 4.5907 0.3170 5.6222 0.00 0.00 0.00 0.00
H 3.6648 -0.4975 4.3453 0.00 0.00 0.01 0.00
H 2.8363 0.5196 5.5226 0.00 0.00 0.00 0.00
H 6.0901 1.3554 3.9665 0.00 0.00 0.00 0.00
H 5.4732 2.2793 2.5925 0.01 -0.01 0.00 0.00
H 5.2513 0.5240 2.6525 0.00 0.00 0.00 0.00
H 3.8313 1.5263 1.1936 0.00 0.00 0.01 0.00
H 1.3624 1.9726 4.6434 -0.01 0.00 0.00 0.00
H -0.1445 3.4300 5.1409 0.00 0.01 0.01 0.00
H -1.9028 3.5436 4.9911 0.00 0.00 0.00 0.00
H -0.8551 4.3380 3.8035 0.00 0.00 0.01 0.00
H -0.3762 0.8559 5.1844 0.00 0.00 0.00 0.00
H -1.1831 0.0439 3.8408 -0.01 -0.01 0.01 0.00
H -2.1271 1.0084 4.9929 0.00 0.00 0.00 0.00
H -2.2511 3.1420 2.0245 0.00 -0.01 0.00 0.00
H -3.1324 2.3470 3.3433 0.00 0.00 0.01 0.00
H -2.3817 1.3936 2.0521 0.00 0.01 0.00 0.00
S -0.5464 4.5893 -4.8242 -0.27 0.05 -0.10 0.01
C -0.6434 3.5102 -3.6070 0.27 -0.11 0.08 0.00
N -0.7111 2.7262 -2.7478 0.25 0.11 -0.07 0.04
O 0.2860 -1.0543 0.5906 -0.03 0.00 -0.01 0.00
C -0.2257 -1.3498 -0.4648 0.07 0.02 0.00 0.00
N -0.3734 -2.6544 -0.9255 -0.06 -0.02 0.03 0.00
C -0.7963 -2.6615 -2.3099 0.03 0.01 -0.02 0.00
C -1.1704 -1.1664 -2.4717 -0.05 -0.02 -0.09 0.00
O -1.7368 -0.7421 -3.4758 -0.01 0.05 0.00 0.00
N -0.7733 -0.4765 -1.3976 0.01 0.04 -0.01 0.04
C 0.3516 -3.0585 -3.2378 -0.04 -0.02 0.00 0.00
C 0.8949 -4.3332 -3.0889 -0.01 -0.05 -0.03 0.00
C 1.9496 -4.7534 -3.8805 0.01 0.00 0.01 0.00
C 2.4750 -3.9022 -4.8450 0.00 0.00 0.00 0.00
C 1.9338 -2.6375 -5.0055 0.01 0.00 0.00 0.00
C 0.8753 -2.2155 -4.2085 0.02 0.05 0.05 0.00
C -2.0188 -3.5302 -2.5685 0.00 -0.01 0.02 0.00
C -2.4462 -3.7400 -3.8776 0.00 -0.01 0.00 0.00
C -3.5732 -4.5026 -4.1336 -0.01 0.00 0.00 0.00
C -4.2865 -5.0713 -3.0852 0.00 0.00 -0.01 0.00
C -3.8665 -4.8626 -1.7818 0.00 0.00 0.01 0.00
C -2.7392 -4.0917 -1.5235 -0.01 0.01 0.00 0.00
H 0.2859 -3.3297 -0.5756 0.04 0.01 -0.03 0.00
H 0.4741 -5.0149 -2.3566 -0.01 0.02 0.00 0.00
H 2.3589 -5.7472 -3.7482 0.00 0.00 -0.01 0.00
H 3.3004 -4.2262 -5.4662 0.00 0.00 0.00 0.00
H 2.3363 -1.9656 -5.7530 0.00 0.00 0.00 0.00
H 0.4558 -1.2279 -4.3476 0.00 0.00 -0.01 0.00
H -1.8942 -3.2950 -4.6953 0.00 0.00 0.01 0.00
H -3.8980 -4.6529 -5.1557 0.00 0.00 0.00 0.00
H -5.1664 -5.6697 -3.2859 0.00 0.00 0.00 0.00
H -4.4190 -5.2950 -0.9568 0.00 0.00 0.00 0.00
H -2.4194 -3.9119 -0.5059 0.00 0.00 0.00 0.00
N -3.2858 1.6369 -3.8835 0.04 0.00 0.04 0.01
C -3.4931 2.3856 -2.8060 -0.05 -0.01 -0.02 0.01
N -3.7466 3.6967 -2.9903 0.02 -0.05 0.03 0.00
S -3.4839 1.7210 -1.2327 0.00 0.03 0.04 0.04
H -3.0801 2.0996 -4.7570 0.00 -0.01 -0.01 0.00
H -2.8478 0.7248 -3.7331 0.01 -0.03 -0.01 0.00
H -3.3683 4.1452 -3.8153 0.00 0.02 0.00 0.00
H -3.7283 4.2442 -2.1462 0.01 0.02 -0.01 0.00
```
Forces are in eV/Å.

Largest force on an atom: 0.305 eV/A
LUMO energy (alpha / beta): 2.6 / 2.5 eV
Multiplicity: 4
HOMO (alpha / beta): -4.785 / -4.842 eV
Energy relative to the best compared isomer or geometry (same formula, charge and spin): 0.0 kJ/mol
Net charge: -1

Entry 2:
The following is a quantum chemistry calculation of a single C24H20N4O8 molecule at a distorted geometry, from OMol25.

```
56
Properties=species:S:1:pos:R:3:forces:R:3:nbo_charge:R:1
C 6.6461 1.3806 0.9679 0.23 -0.05 0.03 -0.25
O 5.2590 1.5933 0.8640 -0.35 -0.01 0.06 -0.47
C 4.4314 0.8807 1.6635 -0.12 -0.01 0.01 0.27
C 4.8352 -0.0542 2.6010 0.16 0.28 -0.25 -0.29
C 3.8974 -0.7170 3.3738 -0.53 0.00 0.01 -0.18
C 2.5420 -0.4852 3.1974 0.56 0.36 -0.36 -0.08
C 1.5746 -1.2400 3.9653 -0.52 -0.59 0.53 0.04
N 0.4036 -1.4402 3.5116 0.64 0.29 -0.32 -0.22
N -0.4983 -2.1065 4.2389 0.24 -0.45 1.08 -0.43
C -1.7843 -2.3299 3.8116 0.00 0.03 -0.07 0.67
O -2.6119 -2.7802 4.5730 -0.09 0.04 0.02 -0.58
C -2.0262 -1.9924 2.3873 -0.18 -0.03 -0.28 -0.16
C -3.1261 -1.2152 2.0430 0.19 -0.15 0.10 -0.14
C -3.3295 -0.8477 0.7297 0.09 -0.02 -0.16 -0.24
C -2.4418 -1.2634 -0.2605 0.14 -0.14 0.42 0.16
N -2.6610 -0.8195 -1.5702 -0.40 0.18 0.01 -0.59
C -1.7737 -0.7987 -2.5990 -0.13 0.13 -0.12 0.66
O -0.6415 -1.2345 -2.5506 0.10 -0.09 0.00 -0.60
C -2.3150 -0.1993 -3.8641 0.05 0.13 -0.38 -0.15
C -1.7982 -0.6748 -5.0694 0.00 0.00 0.15 -0.13
C -2.2299 -0.1653 -6.2818 -0.01 -0.01 0.14 -0.21
C -3.1773 0.8421 -6.3102 -0.21 0.25 0.13 -0.17
C -3.6743 1.3297 -5.1082 0.82 -0.92 -0.04 0.00
N -4.6559 2.3905 -5.1227 -0.31 0.32 0.01 0.53
O -4.9564 2.8632 -6.1958 -0.11 0.16 -0.25 -0.37
O -5.1211 2.7347 -4.0574 -0.15 0.16 0.24 -0.38
C -3.2539 0.8224 -3.8859 -0.08 0.07 -0.10 -0.13
C -1.3821 -2.1011 0.0723 0.01 -0.19 -0.15 -0.21
C -1.1737 -2.4523 1.3909 -0.33 0.03 0.04 -0.16
C 2.1126 0.4707 2.2526 0.23 0.04 0.06 -0.24
C 0.6351 0.7390 2.1549 0.05 0.23 -0.09 0.82
O 0.0150 1.3586 2.9720 0.00 -0.02 -0.21 -0.57
O 0.0458 0.2845 1.0349 -0.25 0.22 -0.11 -0.68
C 3.0491 1.1725 1.5025 0.17 0.03 -0.09 0.35
O 2.8084 2.1414 0.5832 0.24 -0.45 0.10 -0.50
C 1.6295 2.9177 0.6298 -0.35 0.36 -0.08 -0.26
H 7.0186 1.6305 1.9665 -0.02 -0.02 -0.03 0.18
H 7.0988 2.0491 0.2377 0.01 -0.07 0.07 0.20
H 6.9140 0.3469 0.7269 -0.02 0.03 0.02 0.18
H 5.8817 -0.2646 2.7496 0.11 0.02 -0.03 0.22
H 4.2247 -1.4391 4.1060 0.02 -0.10 0.09 0.21
H 1.9023 -1.6365 4.9327 -0.08 -0.02 -0.01 0.16
H -0.2877 -2.3562 5.2095 -0.16 0.06 -0.33 0.38
H -3.8009 -0.8828 2.8163 -0.08 0.03 0.07 0.23
H -4.1696 -0.2195 0.4695 -0.08 0.09 -0.02 0.21
H -3.5587 -0.3793 -1.7178 0.18 -0.13 -0.10 0.40
H -1.0484 -1.4505 -5.0300 0.06 -0.05 0.00 0.24
H -1.8258 -0.5503 -7.2048 0.02 -0.03 -0.08 0.23
H -3.5338 1.2624 -7.2380 0.00 0.01 -0.02 0.25
H -3.6515 1.2695 -2.9860 -0.01 -0.01 0.02 0.24
H -0.7155 -2.4522 -0.6973 0.00 -0.03 -0.02 0.24
H -0.3431 -3.0929 1.6450 0.08 -0.02 0.01 0.22
H 0.6344 -0.2604 0.4941 0.08 0.05 0.19 0.50
H 1.3612 3.1856 1.6535 0.04 -0.01 -0.03 0.20
H 0.7852 2.4131 0.1527 0.10 0.05 0.06 0.19
H 1.8618 3.8229 0.0687 -0.05 -0.05 0.06 0.20
```
Forces are in eV/Å.

Largest force on an atom: 1.229 eV/A
LUMO energy: -0.8 eV
HOMO: -8.176 eV
Energy relative to the best compared isomer or geometry (same formula, charge and spin): 0.0 kJ/mol
Net charge: 0

Entry 3:
The following is a quantum chemistry calculation of 8 unconnected molecules or ions with the total composition C30H69F2N2O8Si at a distorted geometry, from OMol25.

```
112
Properties=species:S:1:pos:R:3:forces:R:3:lowdin_charge:R:1
C 1.4824 -0.1227 3.7291 -0.91 0.24 0.04 -0.20
Si 2.0615 -1.1859 2.2008 0.93 0.27 1.04 0.56
C 3.6857 -2.0902 2.7544 -0.30 0.09 -0.35 -0.20
C 0.6821 -2.4876 1.9182 -1.25 -0.18 -0.18 -0.24
C -0.1622 -2.3041 0.5593 0.22 -1.32 0.44 -0.14
C -1.6023 -2.9674 0.7349 0.44 -0.98 -1.99 -0.31
F -1.8991 -3.6187 -0.5288 0.17 1.13 2.40 0.01
F -1.6338 -4.0386 1.7002 -0.09 2.64 -1.82 0.03
C -2.8021 -1.9515 0.9949 -1.71 -0.70 0.68 -0.16
C -2.4751 -0.7196 1.9641 0.26 -0.96 1.55 -0.03
N -2.9383 0.5742 1.3409 0.14 0.05 -0.51 0.09
C -4.3694 0.5349 0.8567 -2.82 0.86 -1.75 -0.20
C -5.4577 0.9734 1.9523 -0.14 -0.18 0.05 -0.20
N -5.4784 0.1533 3.1958 1.07 0.40 -0.45 0.00
C -4.7283 -0.8709 0.1085 0.58 0.80 0.22 -0.08
O -3.4256 -1.4557 -0.2386 -0.35 -0.24 1.33 -0.13
C 2.3593 0.0131 0.7440 0.77 3.49 -3.00 -0.24
C 2.8400 1.4651 1.1032 -0.38 -0.07 -3.25 -0.08
C 3.0783 2.5619 0.0158 -1.20 -3.49 -0.62 -0.06
C 2.8382 2.2238 -1.4734 -0.27 -2.43 2.99 -0.06
C 2.4104 0.7898 -1.8460 0.29 0.65 2.97 -0.06
C 2.1773 -0.2910 -0.7641 0.85 2.92 0.93 -0.08
H 0.3541 -0.3314 3.8933 1.70 0.31 -0.02 0.02
H 1.5634 0.9996 3.5426 0.05 -1.50 0.43 0.02
H 2.0476 -0.4316 4.6699 -0.80 0.54 -1.19 0.05
H 4.5195 -1.2949 2.8348 -1.18 -1.50 -0.04 0.06
H 3.4647 -2.5823 3.7760 0.60 0.68 -1.63 0.05
H 3.9411 -2.8817 1.9532 -0.07 1.19 1.46 0.03
H 1.1123 -3.5433 1.9721 -0.70 1.38 -0.16 0.10
H -0.0771 -2.4011 2.7880 1.37 -0.20 -1.13 0.08
H 0.3858 -2.8852 -0.2706 -1.10 0.93 1.18 0.13
H -0.2600 -1.2210 0.2101 0.02 -1.43 0.55 0.11
H -3.6399 -2.5602 1.5133 1.51 0.71 -0.64 0.17
H -1.3876 -0.6076 2.2821 -1.31 -0.16 -0.75 0.13
H -3.0730 -0.8699 2.9398 0.98 0.42 -1.68 0.14
H -2.7986 1.3796 1.9873 -0.16 -0.64 -0.30 0.19
H -2.3659 0.8037 0.4984 -0.24 -0.46 0.74 0.20
H -4.4291 1.3271 0.0151 0.26 -1.14 1.41 0.17
H -6.5221 0.9072 1.5066 1.89 0.13 0.30 0.15
H -5.2899 2.0682 2.2360 -0.21 -1.48 -0.35 0.12
H -5.4925 -0.8607 3.0021 -0.05 0.82 0.20 0.07
H -4.6598 0.3796 3.7949 -0.96 -0.36 -0.48 0.07
H -5.3704 -1.5602 0.7529 1.07 0.73 -0.62 0.14
H -5.3402 -0.6721 -0.8497 1.33 -0.25 1.45 0.16
H 3.0412 1.7944 2.1864 -0.40 -0.78 -1.87 0.08
H 3.4046 3.6079 0.3621 -0.55 -1.85 -0.73 0.09
H 3.0053 3.0344 -2.2538 -0.37 -1.43 1.07 0.09
H 2.2294 0.5266 -2.9401 0.31 0.48 1.79 0.08
H 1.8540 -1.3553 -1.0574 0.64 1.97 0.28 0.08
C -4.9472 -5.2740 -2.0089 -0.11 -0.12 0.02 -0.09
C -4.4179 -4.3832 -3.1150 0.09 -0.04 0.36 -0.31
O -4.7101 -3.0194 -2.8309 -0.15 0.35 -0.03 -0.09
H -6.0276 -5.1482 -1.8991 0.06 -0.05 -0.12 0.08
H -4.7340 -6.3248 -2.2180 -0.01 0.05 0.09 0.08
H -4.4953 -5.0078 -1.0484 0.12 -0.08 -0.06 0.06
H -4.8867 -4.6371 -4.0678 0.02 0.21 0.07 0.12
H -3.3346 -4.4956 -3.2226 -0.02 -0.16 -0.07 0.11
H -4.2853 -2.7997 -1.9923 0.13 -0.10 -0.15 0.04
C 0.7442 2.7467 -6.6887 0.07 0.06 -0.14 -0.09
C 1.2123 1.7751 -5.6239 -0.36 0.18 -0.14 -0.32
O 0.9891 2.3203 -4.3269 0.05 -0.02 0.27 -0.11
H 1.2731 3.6988 -6.5980 0.04 -0.13 -0.02 0.08
H 0.9154 2.3421 -7.6889 -0.06 0.06 0.04 0.08
H -0.3223 2.9620 -6.5743 0.01 -0.11 -0.07 0.07
H 2.2816 1.5798 -5.7283 -0.07 0.04 0.19 0.12
H 0.6779 0.8228 -5.7019 0.10 -0.06 -0.15 0.11
H 0.0409 2.4822 -4.2383 0.23 0.00 -0.03 0.08
C -3.9933 5.1509 4.8316 -0.16 0.09 0.02 -0.07
C -3.4753 4.1531 3.8163 0.05 0.21 0.44 -0.34
O -2.0521 4.1039 3.8556 0.14 -0.32 -0.38 -0.09
H -3.5896 6.1461 4.6306 -0.06 -0.11 -0.10 0.09
H -5.0842 5.2013 4.8082 0.06 0.02 0.07 0.08
H -3.6757 4.8755 5.8413 -0.11 -0.07 -0.05 0.08
H -3.7766 4.4440 2.8069 0.19 -0.01 0.01 0.10
H -3.8662 3.1486 4.0186 -0.22 -0.04 0.01 0.09
H -1.7940 3.8381 4.7484 0.06 0.19 -0.18 0.09
C 5.2645 -5.4878 0.0607 -0.14 0.11 -0.19 -0.10
C 6.6373 -4.9047 0.3301 -0.18 -0.32 0.21 -0.32
O 6.7376 -4.4856 1.6871 0.05 0.19 0.17 -0.09
H 4.4855 -4.7493 0.2723 0.10 0.06 -0.02 0.06
H 5.1745 -5.8080 -0.9787 -0.03 -0.09 0.15 0.06
H 5.0745 -6.3468 0.7108 0.06 -0.05 -0.14 0.07
H 6.8144 -4.0346 -0.3056 0.06 0.02 0.21 0.11
H 7.4204 -5.6427 0.1316 -0.05 0.01 -0.23 0.11
H 6.5890 -5.2614 2.2432 0.07 0.18 -0.12 0.08
C -2.6957 5.3307 -0.1344 -0.12 0.05 -0.23 -0.09
C -1.3155 5.8961 0.1395 -0.12 -0.23 0.35 -0.32
O -1.2205 6.3225 1.4924 0.00 0.02 0.04 -0.08
H -3.4645 6.0812 0.0662 0.09 -0.03 -0.07 0.08
H -2.7849 5.0035 -1.1734 -0.06 -0.02 0.05 0.07
H -2.9021 4.4785 0.5224 0.07 -0.08 -0.03 0.04
H -1.1221 6.7584 -0.5015 0.02 -0.03 0.16 0.11
H -0.5402 5.1457 -0.0478 0.01 0.01 -0.23 0.11
H -1.3846 5.5508 2.0540 0.14 0.22 0.06 0.05
C 1.8726 7.8628 -0.7517 0.07 -0.17 -0.02 -0.10
C 1.9651 9.3699 -0.8835 -0.25 -0.15 0.24 -0.32
O 0.6701 9.9266 -1.0741 -0.12 0.09 -0.09 -0.09
H 1.4164 7.4268 -1.6446 0.11 0.08 -0.01 0.08
H 2.8625 7.4217 -0.6100 -0.06 -0.03 0.02 0.07
H 1.2395 7.5871 0.0973 0.12 0.03 0.07 0.06
H 2.5794 9.6416 -1.7442 -0.19 0.10 0.04 0.11
H 2.4103 9.8143 0.0123 0.19 -0.07 -0.05 0.11
H 0.1350 9.6903 -0.3049 0.12 0.10 -0.16 0.08
C 4.4173 -9.1015 -3.2726 -0.12 0.01 -0.12 -0.10
C 5.7885 -8.5171 -2.9968 -0.16 -0.33 0.17 -0.32
O 5.8823 -8.1014 -1.6387 0.10 0.08 0.12 -0.10
H 3.6372 -8.3651 -3.0624 0.10 0.00 -0.07 0.07
H 4.3307 -9.4195 -4.3143 -0.04 -0.03 0.07 0.08
H 4.2261 -9.9623 -2.6252 0.06 -0.04 -0.11 0.07
H 5.9668 -7.6452 -3.6296 0.06 0.01 0.20 0.11
H 6.5739 -9.2533 -3.1942 -0.02 0.03 -0.20 0.11
H 5.7326 -8.8789 -1.0850 0.05 0.18 -0.11 0.09
```
Forces are in eV/Å.

Largest force on an atom: 4.662 eV/A
LUMO energy: -3.2 eV
HOMO: -10.830 eV
Net charge: +1

Entry 4:
The following is a quantum chemistry calculation of a single C12H20B2 molecule at a distorted geometry, from OMol25.

```
34
Properties=species:S:1:pos:R:3:forces:R:3:nbo_charge:R:1
C 1.7307 -0.7880 3.3022 -0.66 0.74 0.31 -0.60
C 2.0028 0.5844 2.6184 2.15 -0.09 -0.59 -0.61
C 3.5506 0.8623 2.5273 -1.24 3.10 1.55 -0.60
B 1.3890 0.8434 1.2080 0.43 -2.01 -0.41 0.93
C 2.2020 1.0678 -0.2037 -1.41 -0.07 0.35 -0.80
C 1.1318 0.5737 -1.2246 3.39 1.82 -0.96 -0.15
C 0.0024 0.3452 -0.6339 -6.38 -2.58 -1.39 -0.27
B -1.8085 -0.1738 -1.0121 3.68 1.38 -1.89 0.94
C -2.5183 -0.4648 -2.4901 2.58 -0.58 2.23 -0.59
C -1.8403 0.2095 -3.7247 0.43 -1.71 -0.65 -0.60
C -2.7955 -1.9680 -2.6059 2.32 1.22 -6.30 -0.57
C -2.3408 -0.0719 0.4414 -1.19 -2.74 -1.19 -0.91
C -1.2540 0.0950 1.3542 2.48 2.10 1.52 -0.07
C -0.0480 0.3659 0.8080 0.55 0.72 0.45 -0.44
H 2.5371 -1.5417 3.1502 -1.13 0.16 -0.83 0.22
H 0.6533 -0.9565 3.1029 0.84 -1.21 -0.46 0.22
H 1.7055 -0.7562 4.3912 0.35 0.73 0.29 0.20
H 1.4876 1.3280 3.1979 -0.08 0.73 0.81 0.23
H 3.7893 2.0157 2.3541 -0.50 -2.49 -0.49 0.20
H 3.9688 0.7667 3.5135 0.43 -0.54 0.56 0.20
H 4.0041 0.1649 1.8638 0.55 -0.14 -0.69 0.20
H 2.2319 2.1228 -0.4821 0.60 0.33 0.31 0.24
H 3.2150 0.6373 -0.2809 -0.46 0.19 0.03 0.23
H 1.3925 0.8353 -2.2817 -0.76 -0.92 0.77 0.20
H -3.4163 -0.0528 -2.1526 -2.13 1.14 -0.53 0.22
H -2.2613 1.1740 -3.8871 -0.04 1.01 0.11 0.21
H -2.0380 -0.3157 -4.7448 0.29 0.41 1.90 0.21
H -0.7185 0.2782 -3.5823 -1.34 -0.03 -0.20 0.22
H -1.8901 -2.5302 -3.0760 -1.34 1.03 0.81 0.20
H -3.0492 -2.4863 -1.8150 -1.27 -2.19 4.49 0.20
H -3.6140 -2.1021 -3.3453 0.40 -0.05 0.28 0.20
H -3.1083 0.6220 0.6043 -1.27 1.35 0.06 0.27
H -2.8431 -1.0131 0.7010 -0.34 -0.26 -0.14 0.26
H -1.4504 0.3292 2.4045 0.06 -0.53 -0.09 0.20
```
Forces are in eV/Å.

Largest force on an atom: 7.021 eV/A
LUMO energy: 0.3 eV
HOMO: -8.221 eV
Energy relative to the best compared isomer or geometry (same formula, charge and spin): 232.1 kJ/mol
Net charge: 0